58
Properties=species:S:1:pos:R:3:forces:R:3 method="wB97M-V/def2-TZVPD" charge=0 e_tot_ha=-2204.89097 orbital_gap_ev=9.000 lumo_ha=0.00412
S 3.05261 -1.28898 -0.92016 -0.8 3.9 3.3
S 3.48539 -0.72638 1.89850 -2.1 1.2 -1.4
F 2.40730 0.18637 2.69571 0.7 -0.7 0.3
F 1.61125 -1.72096 -1.46033 0.5 0.3 0.1
O 3.47454 -0.17353 -1.74752 -0.8 -1.7 0.6
O 4.59971 0.10989 1.73880 1.6 0.6 0.3
O 3.56602 -1.95035 2.59530 0.1 -1.0 0.9
O 3.78573 -2.47360 -0.84216 1.2 -1.9 -0.5
N 2.36392 3.48274 0.80848 -0.1 0.0 0.1
N -0.05877 -2.52091 1.96564 1.0 -0.8 -0.1
N -0.31632 1.09528 1.78956 0.5 2.6 1.4
N 2.57577 -0.77755 0.62162 -0.8 -1.0 -3.7
N -0.89579 -0.91484 -0.79708 -2.0 -0.5 -6.1
C -1.19049 -1.05431 -1.95206 1.9 0.4 6.1
C 1.90154 2.82692 -0.01310 -0.1 -0.1 -0.5
C 1.26384 2.03818 -1.08372 0.0 -0.4 0.7
C -2.07988 4.60971 2.53954 -0.4 0.4 -0.4
C -0.12359 2.08992 2.37452 -1.0 -2.9 -1.5
C 1.59701 -4.52733 1.76605 -0.4 0.0 -0.4
C 0.01698 3.25226 3.21152 0.2 0.8 1.2
C 0.24161 2.81480 -1.88256 -0.1 0.4 -0.7
C -0.79338 3.51169 -1.04869 -1.4 -0.1 0.5
C -0.57278 4.57846 2.68903 0.4 0.1 -0.2
C 0.74338 -5.73440 1.34617 -0.6 -0.1 -0.2
C -3.76785 -0.23786 -3.40643 -0.2 -0.9 0.0
C 0.72666 -3.37131 1.92173 -1.1 1.2 0.2
C -2.91000 -1.47667 -3.72233 0.1 0.8 -0.5
C -1.42065 -1.30774 -3.35324 -0.4 -0.1 -1.1
C -0.21803 -5.45895 0.18502 0.6 0.2 -0.4
Li -0.28275 -0.69186 1.00839 0.5 -0.3 0.4
H 2.02881 1.58941 -1.71372 0.1 0.1 0.1
H -0.44023 3.03044 4.19186 0.0 -0.2 -0.4
H 0.17715 -6.09711 2.21496 0.1 0.2 -0.1
H 2.10309 -4.72309 2.69088 0.3 0.0 0.5
H -0.67197 -4.46610 0.25408 -0.4 -0.4 0.2
H 2.35899 -4.23100 1.04823 0.1 -0.1 -0.2
H 0.70639 3.58485 -2.49857 0.3 -0.2 -0.2
H -2.91417 -1.60253 -4.80519 0.0 -0.1 -0.1
H 1.37134 -6.55253 1.02402 0.5 -0.2 0.2
H -1.34782 2.79881 -0.43032 0.2 0.0 0.3
H 1.08786 3.35641 3.42723 -0.1 0.1 -0.3
H -0.24704 2.09287 -2.56099 0.2 0.3 0.2
H -0.10599 4.79597 1.73396 0.2 0.1 -0.1
H -4.77469 -0.44794 -3.76878 -0.1 0.1 0.2
H -1.03082 -0.45542 -3.93448 0.0 -0.2 0.3
H -2.45043 3.69486 2.09708 -0.2 -0.4 0.1
H 0.34856 -5.41268 -0.74778 0.1 -0.1 -0.1
H -0.85089 -2.18862 -3.69824 -0.1 0.3 0.5
H -1.58777 3.97007 -1.63943 0.2 0.0 -0.4
H -3.35026 -2.38282 -3.32184 0.1 -0.1 0.4
H -0.43368 4.31808 -0.41328 0.4 -0.1 0.1
H -2.59434 4.83534 3.46396 -0.1 -0.4 0.4
H -0.94155 -6.27148 0.07174 -0.1 0.3 0.1
H -2.44415 5.40007 1.86755 0.5 -0.1 0.0
H -0.25555 5.36647 3.38042 0.1 -0.2 -0.1
H 0.73509 1.20700 -0.59058 0.3 0.2 0.0
H -3.82169 -0.04694 -2.33546 0.0 0.1 0.0
H -3.43724 0.64890 -3.93352 0.3 0.2 0.0